# 1
# H10O4S

A 5-piece molecular cluster, H10O4S overall in a non-equilibrium geometry (ωB97M-V with the def2-TZVPD basis set, the OMol25 dataset).

The geometry in ORCA input format:
```
! wB97M-V def2-TZVPD RIJCOSX def2/J DEFGRID3
* xyz 0 1
S 2.90 -0.73 0.24
H 2.12 0.31 0.51
H 2.13 -1.73 -0.22
H -1.09 -2.16 0.16
H -0.61 -1.01 -0.70
O -0.69 -1.28 0.24
H 0.79 0.60 2.50
H -0.35 -0.30 2.11
O -0.14 0.63 2.24
H -1.28 0.92 0.20
H -1.92 2.28 0.16
O -1.49 1.64 -0.41
H -0.33 0.87 -1.86
H 0.05 0.00 -3.05
O -0.11 -0.04 -2.11
*
```

Summary:
Lowest unoccupied orbital energy: 0.53 eV
Relative energy (zero: lowest compared OMol25 entry of this formula, charge and spin): 9.2 kcal/mol
Kohn-Sham gap: 0.3695 Ha

Here are the Löwdin charges for atoms 1 to 6, given in e: number 1, S, carries 0.487; number 2, H, carries -0.236; number 3, H, carries -0.219; number 4, H, carries 0.054; number 5, H, carries 0.001; number 6, O, carries -0.082

---

# 2
# C59H134F8N11O23S8

C59H134F8N11O23S8 as an isolated structure in a non-equilibrium geometry (ωB97M-V with the def2-TZVPD basis set, the OMol25 dataset).

The geometry in ORCA input format:
```
! wB97M-V def2-TZVPD RIJCOSX def2/J DEFGRID3
* xyz 3 1
C 8.29 1.77 -2.10
C 7.02 1.08 -2.61
C 7.25 0.04 -3.73
C 8.19 -1.05 -3.23
C 7.58 -1.85 -2.15
C 6.93 -1.07 -0.96
N 6.31 0.26 -1.49
O 5.36 0.60 -1.09
C 8.03 -0.65 -0.03
C 5.89 -1.77 -0.22
C 6.00 2.06 -3.12
H 8.09 2.55 -1.40
H 8.90 2.06 -2.97
H 8.90 1.09 -1.56
H 7.67 0.48 -4.64
H 6.27 -0.51 -4.02
H 9.21 -0.80 -2.90
H 8.28 -1.79 -4.04
H 8.38 -2.51 -1.71
H 6.77 -2.50 -2.48
H 8.20 -1.53 0.62
H 7.78 0.11 0.73
H 9.09 -0.45 -0.41
H 5.69 -1.21 0.70
H 6.24 -2.86 0.00
H 4.97 -1.90 -0.81
H 5.27 1.46 -3.63
H 6.45 2.80 -3.81
H 5.53 2.65 -2.39
C -1.95 3.52 8.42
C -3.25 3.43 7.58
C -4.44 3.72 8.45
C -4.65 5.22 8.85
C -4.68 6.13 7.70
C -3.36 6.17 6.79
N -2.99 4.58 6.59
O -2.40 4.26 5.62
C -2.08 6.68 7.45
C -3.53 6.62 5.33
C -3.41 2.16 6.70
H -1.05 3.66 7.71
H -1.76 2.57 8.92
H -2.07 4.31 9.16
H -4.38 3.10 9.36
H -5.41 3.45 7.99
H -3.79 5.51 9.51
H -5.52 5.10 9.48
H -4.91 7.18 7.87
H -5.52 5.88 7.07
H -2.11 6.35 8.50
H -2.01 7.77 7.51
H -1.26 6.25 6.98
H -2.70 6.36 4.69
H -3.56 7.68 5.48
H -4.45 6.32 4.81
H -2.66 2.10 5.93
H -4.30 2.09 6.17
H -3.25 1.33 7.32
C -2.71 -1.53 1.43
C -1.42 -0.88 2.05
C -0.67 -1.95 2.81
C -0.13 -3.06 1.80
C 0.81 -2.42 0.87
C 0.22 -1.31 0.03
N -0.47 -0.39 0.97
O -0.20 0.82 0.89
C -0.80 -1.71 -1.04
C 1.47 -0.42 -0.46
C -1.90 0.36 2.86
H -2.52 -2.39 0.82
H -3.22 -0.74 0.80
H -3.30 -1.84 2.27
H -1.38 -2.43 3.54
H 0.20 -1.43 3.35
H -0.91 -3.60 1.28
H 0.52 -3.83 2.25
H 1.37 -3.08 0.14
H 1.53 -1.91 1.55
H -1.26 -2.67 -0.92
H -0.41 -1.74 -2.03
H -1.61 -0.97 -1.04
H 1.84 -0.03 0.47
H 1.20 0.42 -1.09
H 2.12 -1.05 -1.06
H -1.12 0.97 3.33
H -2.51 0.01 3.71
H -2.50 1.00 2.17
C -7.54 -4.01 -1.92
C -6.39 -4.55 -2.78
N -6.24 -3.98 -4.17
C -7.34 -4.39 -5.07
C -6.23 -2.44 -3.99
C -5.05 -2.06 -3.04
C -4.95 -4.52 -4.69
C -4.33 -3.94 -6.01
O -3.91 -2.61 -5.89
C -3.32 -2.21 -7.12
H -7.46 -2.96 -1.65
H -7.52 -4.48 -0.94
H -8.49 -4.14 -2.46
H -6.53 -5.53 -2.87
H -5.46 -4.20 -2.35
H -7.58 -5.45 -4.93
H -7.08 -4.17 -6.09
H -8.20 -3.84 -4.80
H -7.23 -2.17 -3.65
H -6.10 -2.07 -5.02
H -4.17 -1.98 -3.76
H -4.86 -2.62 -2.17
H -5.18 -1.01 -2.69
H -5.08 -5.54 -4.97
H -4.32 -4.43 -3.79
H -5.07 -4.00 -6.76
H -3.62 -4.73 -6.34
H -2.37 -2.76 -7.37
H -2.96 -1.16 -6.96
H -4.03 -2.17 -7.94
C 5.29 -6.23 6.67
C 4.02 -6.22 5.84
N 2.76 -6.63 6.57
C 2.75 -8.07 7.00
C 2.49 -5.77 7.77
C 2.53 -4.31 7.46
C 1.76 -6.41 5.42
C 0.30 -6.67 5.60
O -0.21 -5.56 6.47
C -1.59 -5.40 6.12
H 6.12 -5.84 6.08
H 5.51 -7.23 6.99
H 5.19 -5.69 7.58
H 4.09 -6.76 4.91
H 3.76 -5.17 5.65
H 3.53 -8.29 7.72
H 3.14 -8.67 6.20
H 1.74 -8.37 7.23
H 3.29 -5.99 8.48
H 1.50 -6.09 8.03
H 2.17 -3.79 8.38
H 1.94 -4.03 6.61
H 3.50 -3.98 7.24
H 2.12 -7.07 4.61
H 1.88 -5.42 5.02
H 0.12 -7.60 6.11
H -0.19 -6.58 4.61
H -2.00 -4.71 6.85
H -2.13 -6.37 6.18
H -1.76 -4.95 5.12
C -2.09 3.29 -9.59
C -0.63 3.08 -9.90
N 0.05 2.26 -8.80
C 1.42 1.99 -9.36
C 0.24 3.18 -7.54
C 0.98 2.60 -6.34
C -0.66 1.01 -8.38
C -1.22 0.13 -9.46
O -0.29 -0.17 -10.50
C -0.41 -1.44 -11.02
H -2.21 3.88 -8.70
H -2.64 2.34 -9.48
H -2.65 3.83 -10.37
H -0.07 4.02 -9.90
H -0.41 2.48 -10.81
H 1.94 1.51 -8.54
H 1.92 2.94 -9.65
H 1.36 1.23 -10.22
H -0.73 3.59 -7.28
H 0.82 3.96 -8.08
H 0.35 1.93 -5.77
H 1.28 3.52 -5.78
H 1.96 2.11 -6.60
H -1.45 1.23 -7.72
H 0.04 0.42 -7.80
H -2.10 0.52 -10.06
H -1.43 -0.83 -8.94
H -1.30 -1.50 -11.66
H -0.34 -2.29 -10.27
H 0.53 -1.55 -11.61
C 2.77 3.35 -0.61
C 1.42 3.51 0.12
N 0.99 5.03 0.22
C 1.30 5.70 -1.12
C -0.57 5.07 0.36
C -1.00 4.20 1.57
C 1.77 5.72 1.27
C 1.37 7.21 1.63
O 0.18 7.24 2.36
C -0.30 8.53 2.68
H 2.66 3.58 -1.67
H 3.14 2.29 -0.43
H 3.52 3.91 -0.08
H 1.60 3.17 1.15
H 0.65 2.94 -0.40
H 1.03 6.77 -1.04
H 0.62 5.22 -1.83
H 2.31 5.55 -1.37
H -0.95 4.71 -0.60
H -0.76 6.07 0.70
H -1.08 3.17 1.31
H -2.07 4.51 1.79
H -0.35 4.27 2.50
H 2.83 5.72 0.96
H 1.73 5.08 2.23
H 1.27 7.76 0.71
H 2.19 7.66 2.19
H 0.51 9.06 3.24
H -1.25 8.32 3.19
H -0.49 9.14 1.78
N -1.29 2.30 -1.70
S -2.74 2.35 -1.16
O -3.35 3.63 -0.96
O -2.97 1.36 -0.13
F -3.70 1.71 -2.27
S -0.78 2.49 -3.15
O 0.45 3.24 -3.14
O -1.76 2.65 -4.20
F -0.40 1.02 -3.52
N -3.68 -6.29 1.41
S -2.67 -5.78 2.49
O -3.00 -4.44 2.87
O -1.26 -6.13 2.39
F -3.22 -6.61 3.73
S -4.24 -5.42 0.28
O -4.92 -6.21 -0.69
O -3.33 -4.37 -0.19
F -5.37 -4.45 0.98
N 1.81 1.57 5.01
S 1.19 2.88 5.36
O 0.33 2.78 6.50
O 0.68 3.62 4.25
F 2.48 3.62 5.95
S 2.42 1.28 3.55
O 2.79 2.41 2.81
O 1.62 0.27 2.96
F 3.75 0.63 3.98
N 2.17 -1.85 -4.19
S 2.22 -0.74 -5.20
O 2.82 0.54 -4.80
O 1.00 -0.55 -5.94
F 3.23 -1.33 -6.35
S 3.21 -2.31 -3.21
O 2.65 -2.93 -2.07
O 4.25 -1.36 -3.00
F 4.00 -3.58 -3.88
*
```

Summary:
Lowest unoccupied orbital energy: -6.64 eV
Kohn-Sham gap: 0.2777 Ha

Here are the Löwdin charges for atoms 1 to 6, given in e: number 1, C, carries 0.015; number 2, C, carries -0.400; number 3, C, carries -0.104; number 4, C, carries -0.190; number 5, C, carries -0.127; number 6, C, carries -0.462

---

Question: What is the lowest unoccupied orbital energy in the second record?
Answer: -6.64 eV

---

Question: Which formula does entry 1 have?
Answer: H10O4S

---

Question: Look up the Kohn-Sham gap of the first one.
Answer: 0.3695 Ha

---

Question: Which formula does entry 2 have?
Answer: C59H134F8N11O23S8